Version i
{"formula": "C21H22Cl2N9O3PdSi", "method": "ωB97M-V/def2-TZVPD", "elements": ["Pd", "N", "N", "N", "C", "N", "N", "H", "H", "H", "C", "Si", "C", "C", "H", "H", "H", "H", "H", "H", "H", "H", "H", "O", "N", "C", "C", "N", "C", "N", "Cl", "C", "C", "C", "C", "C", "Cl", "C", "N", "C", "C", "C", "C", "C", "C", "C", "C", "O", "O", "H", "H", "H", "H", "H", "H", "H", "H", "H", "H"], "coordinates": [[0.118, -1.116, -1.641], [-0.044, -3.876, 2.895], [0.063, -3.722, 1.518], [-0.574, -4.491, 0.664], [-0.195, -3.948, -0.485], [0.627, -2.898, -0.299], [0.772, -2.773, 0.998], [0.511, -4.686, 3.154], [0.373, -3.036, 3.287], [-0.506, -4.297, -1.453], [1.944, -1.045, -4.765], [0.991, -2.194, -3.622], [2.197, -3.598, -3.232], [-0.343, -2.971, -4.708], [2.445, -1.629, -5.546], [2.699, -0.476, -4.219], [1.276, -0.327, -5.247], [2.539, -4.076, -4.156], [1.750, -4.369, -2.599], [3.071, -3.210, -2.703], [0.094, -3.412, -5.611], [-1.067, -2.212, -5.011], [-0.895, -3.757, -4.184], [-0.692, 0.618, -2.755], [0.499, 1.044, -2.767], [0.690, 2.319, -2.997], [-0.387, 3.244, -3.239], [-1.219, 4.012, -3.442], [2.051, 2.773, -3.051], [3.138, 3.151, -3.102], [1.761, 1.931, 3.076], [0.899, 3.000, 2.008], [1.612, 3.554, 0.959], [1.029, 4.486, 0.118], [-0.288, 4.852, 0.329], [-0.989, 4.277, 1.368], [-2.664, 4.748, 1.581], [-0.437, 3.327, 2.244], [-1.219, 2.826, 3.274], [-1.206, 1.463, 3.726], [-0.814, 1.199, 5.034], [-0.860, -0.086, 5.540], [-1.317, -1.122, 4.728], [-1.713, -0.856, 3.430], [-1.669, 0.439, 2.905], [-2.185, 0.662, 1.509], [-1.299, -0.032, 0.473], [-1.792, -1.013, -0.150], [-0.149, 0.427, 0.297], [2.638, 3.243, 0.811], [1.592, 4.908, -0.701], [-0.788, 5.556, -0.320], [-2.143, 3.229, 3.268], [-0.459, 2.025, 5.637], [-0.553, -0.281, 6.560], [-1.387, -2.129, 5.124], [-2.107, -1.647, 2.799], [-2.224, 1.717, 1.251], [-3.196, 0.258, 1.439]], "lowdin_charge": [0.78, 0.13, -0.29, 0.13, -0.21, -0.07, 0.10, 0.09, 0.08, 0.10, -0.26, 0.43, -0.26, -0.25, 0.02, 0.01, 0.02, 0.02, -0.01, 0.02, 0.02, 0.02, 0.00, -0.20, -0.10, -0.32, -0.19, 0.14, -0.21, 0.13, 0.73, -0.57, -0.11, -0.09, -0.12, -0.57, 0.69, -0.31, 0.06, -0.24, -0.06, -0.10, -0.11, -0.04, -0.14, -0.04, -0.70, -0.10, -0.07, 0.11, 0.10, 0.10, 0.07, 0.11, 0.09, 0.09, 0.12, 0.10, 0.12], "lumo_ev": [2.50, 1.74], "total_charge": -1, "e_homo_ev": [-3.888, -5.695], "gap_ev": [6.39, 7.44], "multiplicity": 3}

Version ii
{"formula": "C21H22Cl2N9O3PdSi", "method": "ωB97M-V/def2-TZVPD", "elements": ["Pd", "N", "N", "N", "C", "N", "N", "H", "H", "H", "C", "Si", "C", "C", "H", "H", "H", "H", "H", "H", "H", "H", "H", "O", "N", "C", "C", "N", "C", "N", "Cl", "C", "C", "C", "C", "C", "Cl", "C", "N", "C", "C", "C", "C", "C", "C", "C", "C", "O", "O", "H", "H", "H", "H", "H", "H", "H", "H", "H", "H"], "coordinates": [[-1.379, -0.279, -1.403], [-3.394, 1.840, 2.894], [-3.459, 1.276, 1.630], [-4.150, 1.810, 0.648], [-3.867, 0.977, -0.341], [-3.021, 0.001, 0.049], [-2.789, 0.208, 1.323], [-4.280, 1.682, 3.361], [-2.647, 1.353, 3.382], [-4.257, 1.073, -1.339], [-2.005, -2.892, -3.857], [-2.807, -1.433, -2.958], [-4.341, -2.183, -2.120], [-3.484, -0.323, -4.343], [-2.768, -3.464, -4.397], [-1.505, -3.560, -3.153], [-1.257, -2.552, -4.577], [-4.989, -2.662, -2.863], [-4.931, -1.431, -1.591], [-4.042, -2.938, -1.388], [-4.103, -0.896, -5.042], [-2.654, 0.119, -4.900], [-4.092, 0.499, -3.951], [0.242, -0.118, -2.816], [0.481, -1.326, -2.528], [1.677, -1.802, -2.760], [2.731, -1.019, -3.348], [3.591, -0.419, -3.820], [1.921, -3.186, -2.477], [2.152, -4.295, -2.273], [1.922, -1.407, 2.727], [3.121, -0.870, 1.591], [3.503, -1.768, 0.609], [4.492, -1.448, -0.305], [5.089, -0.203, -0.241], [4.685, 0.690, 0.729], [5.449, 2.265, 0.758], [3.691, 0.406, 1.680], [3.386, 1.357, 2.635], [2.091, 1.565, 3.212], [1.919, 1.396, 4.582], [0.701, 1.664, 5.180], [-0.356, 2.120, 4.395], [-0.174, 2.297, 3.036], [1.050, 2.022, 2.421], [1.183, 2.243, 0.945], [0.234, 1.320, 0.178], [-0.700, 1.869, -0.469], [0.433, 0.089, 0.261], [3.013, -2.732, 0.573], [4.774, -2.155, -1.071], [5.850, 0.092, -0.951], [3.906, 2.209, 2.499], [2.760, 1.040, 5.164], [0.577, 1.529, 6.247], [-1.312, 2.346, 4.854], [-0.979, 2.676, 2.413], [2.195, 2.049, 0.590], [0.921, 3.276, 0.712]], "lowdin_charge": [0.78, 0.13, -0.28, 0.14, -0.21, -0.09, 0.10, 0.10, 0.07, 0.10, -0.26, 0.44, -0.26, -0.25, 0.02, 0.01, 0.02, 0.02, -0.01, 0.02, 0.02, 0.01, 0.00, -0.20, -0.10, -0.31, -0.19, 0.15, -0.21, 0.13, 0.75, -0.57, -0.11, -0.10, -0.12, -0.57, 0.69, -0.31, 0.06, -0.25, -0.05, -0.09, -0.10, -0.04, -0.15, -0.04, -0.70, -0.10, -0.08, 0.10, 0.10, 0.10, 0.07, 0.11, 0.10, 0.09, 0.11, 0.11, 0.12], "lumo_ev": [2.52, 1.72], "total_charge": -1, "e_homo_ev": [-3.651, -5.692], "gap_ev": [6.17, 7.42], "multiplicity": 3}

Stability order, top to bottom: version i, version ii

Version i
{"formula": "C10H7Cl2N2O2", "method": "ωB97M-V/def2-TZVPD", "elements": ["C", "C", "C", "C", "C", "C", "C", "C", "C", "C", "N", "N", "O", "O", "Cl", "Cl", "H", "H", "H", "H", "H", "H", "H"], "coordinates": [[3.904, 0.414, -0.105], [3.259, -0.623, 0.520], [3.153, 1.427, -0.778], [1.862, -0.649, 0.580], [1.810, 1.414, -0.695], [1.080, 0.370, 0.002], [-0.964, -3.271, -0.091], [-3.639, 1.177, 0.068], [-0.293, 0.268, 0.176], [-3.382, 2.471, -0.372], [-2.645, 0.253, 0.324], [-1.455, 0.384, 0.126], [-1.010, -2.922, -1.185], [-0.635, -3.527, 0.977], [-3.378, -2.482, 0.344], [-4.993, 3.255, -0.473], [4.900, 0.612, -0.141], [3.890, -1.402, 0.913], [3.795, 2.227, -1.254], [1.287, -1.460, 1.173], [1.196, 2.255, -1.125], [-3.125, -0.944, 0.496], [-4.617, 0.755, 0.522]], "lowdin_charge": [-0.10, -0.10, -0.10, -0.04, -0.05, -0.20, -0.67, -0.43, 0.07, -0.61, -0.11, 0.09, 0.12, 0.13, 0.17, 0.30, 0.06, 0.10, 0.12, 0.14, 0.13, -0.11, 0.09], "lumo_ev": [2.58, 2.58], "total_charge": -1, "e_homo_ev": [-3.613, -3.616], "gap_ev": [6.19, 6.19]}

Version ii
{"formula": "C10H7Cl2N2O2", "method": "ωB97M-V/def2-TZVPD", "elements": ["Cl", "C", "C", "C", "O", "C", "Cl", "C", "C", "O", "H", "H", "C", "C", "C", "N", "C", "N", "H", "H", "H", "H", "H"], "coordinates": [[-3.793, 2.221, 0.510], [-2.917, 0.941, -0.231], [-3.408, -0.330, -0.253], [-2.610, -1.431, -0.848], [-3.149, -2.557, -0.945], [-1.262, -1.051, -1.351], [-0.216, -2.329, -1.636], [-0.604, 0.258, -1.273], [-1.566, 1.316, -0.718], [-1.042, 2.408, -0.511], [-4.427, -0.492, 0.111], [-0.299, 0.560, -2.349], [3.310, -0.152, 2.152], [2.404, 0.031, 0.980], [0.993, -0.104, 0.897], [0.673, 0.179, -0.443], [1.835, 0.441, -1.045], [2.894, 0.377, -0.225], [2.795, -0.422, 3.088], [4.078, -0.949, 2.016], [3.916, 0.747, 2.414], [0.402, -0.372, 1.752], [1.993, 0.711, -2.093]], "lowdin_charge": [0.67, -0.61, 0.00, -0.51, -0.09, -0.67, 0.68, -0.25, -0.35, 0.05, 0.11, 0.17, -0.08, -0.38, 0.00, -0.05, -0.20, 0.07, 0.06, 0.07, 0.07, 0.11, 0.12], "lumo_ev": 2.58, "smiles": "Cc1cn([C@@H]2C(=O)C(Cl)=CC([O-])=C2Cl)cn1", "total_charge": -1, "e_homo_ev": -3.378, "gap_ev": 5.96}

Stability order, top to bottom: version ii, version i

Version i
{"formula": "C4H3Cl2N", "method": "ωB97M-V/def2-TZVPD", "elements": ["C", "C", "C", "C", "H", "H", "H", "N", "Cl", "Cl"], "coordinates": [[0.160, -0.681, -2.089], [-0.454, -0.080, -0.828], [-1.778, 0.409, -0.857], [0.330, -0.050, 0.274], [-0.501, -0.623, -2.982], [0.347, -1.741, -1.959], [1.104, -0.196, -2.387], [-2.884, 0.719, -0.984], [-0.178, 0.596, 1.786], [1.925, -0.600, 0.286]], "lowdin_charge": [-0.09, -0.38, -0.22, -1.12, 0.09, 0.08, 0.08, 0.17, 0.67, 0.72], "lumo_ev": -0.02, "smiles": "CC(C#N)=C(Cl)Cl", "e_homo_ev": -9.809, "gap_ev": 9.79}

Version ii
{"formula": "C4H3Cl2N", "method": "ωB97M-V/def2-TZVPD", "elements": ["C", "C", "C", "C", "N", "Cl", "Cl", "H", "H", "H"], "coordinates": [[0.319, -1.541, 0.284], [2.488, -0.463, -0.498], [-0.600, -0.640, 0.734], [1.799, 0.628, -0.736], [1.252, -2.099, -0.259], [4.103, -0.674, 0.048], [2.172, 2.321, -0.058], [-0.213, -0.003, 1.565], [-1.592, -0.522, 0.415], [1.082, 0.626, -1.469]], "lowdin_charge": [-0.30, -0.62, 0.03, -0.56, 0.14, 0.67, 0.49, 0.08, 0.03, 0.04], "lumo_ev": [-1.81, -1.80], "e_homo_ev": [-8.953, -8.956], "gap_ev": [7.15, 7.15]}

Stability order, top to bottom: version i, version ii

Version i
{"formula": "C3H2N2O", "method": "ωB97M-V/def2-TZVPD", "elements": ["C", "C", "C", "H", "H", "N", "N", "O"], "coordinates": [[-0.804, -0.129, -0.052], [1.190, 0.792, 0.142], [1.429, -0.658, -0.058], [1.715, 1.774, 0.179], [2.259, -1.178, 0.216], [-0.105, 1.178, -0.154], [0.250, -1.136, -0.045], [-1.985, -0.115, 0.101]], "lowdin_charge": [-0.47, -0.06, -0.07, 0.11, 0.08, 0.11, 0.12, 0.16], "lumo_ev": -1.98, "smiles": "O=C1N=CC=N1", "e_homo_ev": -10.479, "gap_ev": 8.49}

Version ii
{"formula": "C3H2N2O", "method": "ωB97M-V/def2-TZVPD", "elements": ["O", "C", "C", "N", "C", "N", "H", "H"], "coordinates": [[-0.637, -0.077, 0.995], [-0.417, 0.197, -0.220], [-0.614, 1.556, -0.649], [-0.777, 2.634, -1.037], [1.662, -0.916, 0.042], [1.223, -1.794, 0.693], [-0.148, -0.995, 1.142], [-0.278, -0.565, -0.977]], "lowdin_charge": [0.11, -0.16, -0.09, 0.23, -0.19, -0.09, 0.09, 0.11], "lumo_ev": [-2.98, -2.98], "e_homo_ev": [-10.699, -10.699], "gap_ev": [7.72, 7.72]}

Version iii
{"formula": "C3H2N2O", "method": "ωB97M-V/def2-TZVPD", "elements": ["C", "C", "C", "N", "N", "O", "H", "H"], "coordinates": [[0.576, 1.400, 0.069], [-0.475, 0.677, -0.166], [1.290, 0.134, 0.051], [-0.553, -1.144, -0.004], [-1.443, -0.353, -0.060], [-2.623, -0.217, 0.085], [1.784, -0.189, -0.905], [1.444, -0.308, 0.929]], "lowdin_charge": [0.00, -0.06, 0.08, 0.20, -0.45, 0.06, 0.13, 0.04], "lumo_ev": -0.83, "e_homo_ev": -9.612, "gap_ev": 8.78}

Stability order, top to bottom: version i, version ii, version iii

Version i
{"formula": "C3H7IN2", "method": "ωB97M-V/def2-TZVPD", "elements": ["C", "C", "C", "N", "N", "I", "H", "H", "H", "H", "H", "H", "H"], "coordinates": [[0.985, 2.351, 0.384], [1.088, 0.496, 0.243], [-1.127, -0.303, -0.349], [0.486, -1.820, 0.454], [0.179, -0.464, 0.248], [3.077, -0.005, 0.722], [1.870, 2.750, -0.061], [0.033, 2.670, -0.014], [-1.448, 0.731, -0.279], [-1.099, -0.615, -1.399], [-1.818, -0.954, 0.187], [0.973, -1.957, 1.336], [1.090, -2.177, -0.289]], "lowdin_charge": [-0.06, -0.66, -0.04, 0.02, -0.34, 0.83, -0.07, -0.06, 0.08, 0.10, 0.09, 0.05, 0.08], "lumo_ev": [0.40, 0.40], "smiles": "C=C(I)N(C)N", "e_homo_ev": [-7.264, -7.266], "gap_ev": [7.67, 7.67]}

Version ii
{"formula": "C3H7IN2", "method": "ωB97M-V/def2-TZVPD", "elements": ["C", "C", "C", "N", "N", "I", "H", "H", "H", "H", "H", "H", "H"], "coordinates": [[-1.080, -0.526, 0.165], [-0.490, 0.900, 0.602], [0.044, -1.216, -0.595], [0.346, 1.199, -0.617], [1.120, 0.134, -0.999], [2.951, -0.088, 0.310], [-1.379, -0.882, 1.109], [-1.913, -0.546, -0.444], [-1.029, 1.775, 0.933], [0.154, 0.616, 1.344], [0.574, -1.751, 0.197], [0.034, -1.756, -1.490], [0.669, 2.140, -0.516]], "lowdin_charge": [-0.16, -0.14, -0.10, -0.19, -0.38, 0.44, 0.09, 0.07, 0.11, 0.03, 0.05, 0.08, 0.10], "lumo_ev": -0.11, "smiles": "IN1CCCN1", "e_homo_ev": -8.209, "gap_ev": 8.10}

Stability order, top to bottom: version ii, version i